(1)
ORCA calculation (ωB97M-V/def2-TZVPD) on an isolated molecule of C4H8FN in a non-equilibrium geometry.

Each atom is followed by the atoms it is bonded to, with distances in Å.
Element x y z (Å)
1 F 2.00 -0.12 -0.77  C2 1.410
2 C 1.10 -0.13 0.32  F1 1.410, C3 1.572, C6 1.451, H7 1.095
3 C -0.06 -1.15 0.05  C2 1.572, C4 1.576, H8 1.091, H9 1.044
4 C -1.33 -0.30 -0.32  C3 1.576, N5 1.503, H10 1.089, H11 1.118
5 N -0.68 1.03 -0.61  C4 1.503, C6 1.461, H12 0.958
6 C 0.41 1.15 0.35  C2 1.451, N5 1.461, H13 1.110, H14 1.104
7 H 1.66 -0.37 1.23  C2 1.095
8 H 0.24 -1.97 -0.60  C3 1.091
9 H -0.26 -1.51 1.02  C3 1.044
10 H -1.96 -0.27 0.57  C4 1.089
11 H -1.94 -0.67 -1.18  C4 1.118
12 H -0.26 0.82 -1.44  N5 0.958
13 H 0.09 1.47 1.37  C6 1.110
14 H 0.98 2.02 0.00  C6 1.104

The calculation puts the energy at -311.7998 Ha. The multiplicity is 1. The calculation puts the LUMO energy at 0.040 Ha. Its charge is 0. The calculation puts the frontier orbital gap at 10.460 eV. The SMILES is F[C@@H]1CCNC1. For the energy above the lowest of the compared OMol25 structures with the same formula, charge and spin, the calculation gives 0.5342 eV.

Atom charges from the Löwdin analysis, given in e for atoms 1 to 5: F -0.0370; C -0.3170; C -0.0977; C -0.1634; N -0.0476

***

(2)
ORCA calculation (ωB97M-V/def2-TZVPD) on a 2-piece molecular cluster, C20H27N5O3 overall in a non-equilibrium geometry.

Each atom is followed by the atoms it is bonded to, with distances in Å.
Element x y z (Å)
1 C -0.53 -4.89 0.82  H2 0.994, C3 1.682, H54 1.153, H55 1.141
2 H -1.51 -5.00 0.69  C1 0.994
3 C 0.01 -3.50 0.04  C1 1.682, N4 1.400, H52 0.953, H53 1.159
4 N -0.65 -2.48 0.74  C3 1.400, C5 1.210, H51 1.041
5 C 0.04 -1.49 0.81  N4 1.210, O6 1.126, N7 1.608
6 O 1.16 -1.34 0.75  C5 1.126
7 N -0.74 -0.37 1.65  C5 1.608, C8 1.334, C45 1.561
8 C -2.07 -0.27 1.75  N7 1.334, H9 1.123, H10 1.005, C11 1.739
9 H -2.25 -0.95 2.62  C8 1.123
10 H -2.61 -0.69 1.02  C8 1.005
11 C -2.60 1.31 2.26  C8 1.739, H12 1.143, H13 0.966, C14 1.479
12 H -3.73 1.21 2.18  C11 1.143
13 H -2.14 1.22 3.11  C11 0.966
14 C -2.04 2.22 1.24  C11 1.479, N15 1.635, C44 1.467, H50 1.149
15 N -2.65 1.78 -0.21  C14 1.635, C16 1.171, N19 1.272
16 C -2.33 0.98 -1.00  N15 1.171, C17 1.365, N22 1.298
17 C -3.31 0.75 -1.92  C16 1.365, C18 1.521, H21 1.137
18 C -4.38 1.61 -1.28  C17 1.521, N19 1.327, H20 1.076
19 N -3.81 2.30 -0.30  N15 1.272, C18 1.327
20 H -5.37 1.90 -1.58  C18 1.076
21 H -3.44 0.36 -2.99  C17 1.137
22 N -1.10 0.58 -1.16  C16 1.298, C23 1.423, H43 0.936
23 C -0.74 -0.56 -1.94  N22 1.423, O24 1.275, C25 1.607
24 O -1.65 -1.43 -2.10  C23 1.275
25 C 0.73 -0.70 -2.56  C23 1.607, C26 1.389, H41 1.111
26 C 1.50 0.42 -2.86  C25 1.389, O27 1.277, H39 0.992, H40 1.212
27 O 1.66 1.19 -1.85  C26 1.277, C28 1.382
28 C 2.74 1.38 -1.02  O27 1.382, C29 1.491, C33 1.342
29 C 3.51 0.11 -0.86  C28 1.491, C30 1.446, H38 0.934
30 C 4.65 0.08 0.03  C29 1.446, C31 1.424, H37 1.065
31 C 4.79 1.26 0.82  C30 1.424, C32 1.315, H36 1.163
32 C 3.87 2.20 0.72  C31 1.315, C33 1.241, H35 1.140
33 C 2.91 2.31 -0.06  C28 1.342, C32 1.241, H34 0.996
34 H 2.18 2.98 -0.14  C33 0.996
35 H 3.99 2.97 1.55  C32 1.140
36 H 5.61 1.32 1.63  C31 1.163
37 H 5.31 -0.71 -0.20  C30 1.065
38 H 3.49 -0.65 -1.39  C29 0.934
39 H 2.34 0.18 -3.33  C26 0.992
40 H 0.66 1.02 -3.49  C26 1.212
41 H 0.89 -1.75 -2.89  C25 1.111
42 H 1.10 -1.12 -1.16  no bonds
43 H -0.28 1.01 -1.05  N22 0.936
44 C -0.58 2.08 1.27  C14 1.467, C45 1.309, H48 1.154, H49 1.297
45 C -0.01 1.00 1.76  N7 1.561, C44 1.309, H46 1.194, H47 1.271
46 H 0.30 0.97 2.91  C45 1.194
47 H 1.20 0.69 1.51  C45 1.271
48 H -0.11 2.91 1.92  C44 1.154
49 H -0.11 2.53 0.15  C44 1.297
50 H -2.63 3.17 1.49  C14 1.149
51 H -1.69 -2.36 0.73  N4 1.041
52 H 0.96 -3.44 0.06  C3 0.953
53 H -0.29 -3.52 -1.08  C3 1.159
54 H -0.07 -5.82 0.32  C1 1.153
55 H -0.15 -4.97 1.89  C1 1.141

The calculation puts the energy at -1277.1999 Ha. The multiplicity is 1. The calculation puts the LUMO energy at 0.023 Ha. Its charge is 0. The calculation puts the frontier orbital gap at 8.301 eV. For the energy above the lowest of the compared OMol25 structures with the same formula, charge and spin, the calculation gives 19.9701 eV.

Atom charges from the Löwdin analysis, given in e for atoms 1 to 5: C -0.0250; H -0.0075; C -0.1442; N 0.1003; C -0.6488